{
  "formula": "C60H150N10O20",
  "method": "wB97M-V/def2-TZVPD",
  "symbols": ["C", "O", "C", "C", "N", "C", "C", "O", "C", "H", "H", "H", "H", "H", "H", "H", "H", "H", "H", "H", "H", "H", "H", "H", "C", "O", "C", "C", "N", "C", "C", "O", "C", "H", "H", "H", "H", "H", "H", "H", "H", "H", "H", "H", "H", "H", "H", "H", "C", "O", "C", "C", "N", "C", "C", "O", "C", "H", "H", "H", "H", "H", "H", "H", "H", "H", "H", "H", "H", "H", "H", "H", "C", "O", "C", "C", "N", "C", "C", "O", "C", "H", "H", "H", "H", "H", "H", "H", "H", "H", "H", "H", "H", "H", "H", "H", "C", "O", "C", "C", "N", "C", "C", "O", "C", "H", "H", "H", "H", "H", "H", "H", "H", "H", "H", "H", "H", "H", "H", "H", "C", "O", "C", "C", "N", "C", "C", "O", "C", "H", "H", "H", "H", "H", "H", "H", "H", "H", "H", "H", "H", "H", "H", "H", "C", "O", "C", "C", "N", "C", "C", "O", "C", "H", "H", "H", "H", "H", "H", "H", "H", "H", "H", "H", "H", "H", "H", "H", "C", "O", "C", "C", "N", "C", "C", "O", "C", "H", "H", "H", "H", "H", "H", "H", "H", "H", "H", "H", "H", "H", "H", "H", "C", "O", "C", "C", "N", "C", "C", "O", "C", "H", "H", "H", "H", "H", "H", "H", "H", "H", "H", "H", "H", "H", "H", "H", "C", "O", "C", "C", "N", "C", "C", "O", "C", "H", "H", "H", "H", "H", "H", "H", "H", "H", "H", "H", "H", "H", "H", "H"],
  "coordinates": [[7.1358, 1.4555, 2.1103], [7.5247, 0.4353, 1.2029], [7.9131, -0.7606, 1.9348], [8.8801, -1.6296, 1.0262], [9.5341, -2.7815, 1.6427], [8.5458, -3.6989, 2.1459], [9.2837, -4.9189, 2.7958], [8.2982, -5.9125, 3.0615], [8.8364, -7.1448, 3.4043], [6.3199, 1.0956, 2.7370], [6.8991, 2.3711, 1.5684], [8.0092, 1.6817, 2.7218], [6.9758, -1.2641, 2.1718], [8.4103, -0.4474, 2.8528], [9.7221, -0.9939, 0.7522], [8.4443, -1.8569, 0.0534], [9.9977, -2.4560, 2.4788], [7.8700, -3.9648, 1.3330], [7.9459, -3.2464, 2.9355], [9.8294, -4.7003, 3.7136], [9.9785, -5.3557, 2.0785], [9.6688, -7.5644, 2.8392], [8.0017, -7.8423, 3.4737], [9.1523, -7.1813, 4.4469], [-4.4839, 7.3973, 0.1796], [-4.3232, 6.5297, -0.9521], [-3.2971, 5.6214, -0.7581], [-3.1920, 4.5510, -1.8683], [-4.4259, 3.7078, -1.8507], [-4.4561, 2.6689, -2.9216], [-4.5926, 3.3423, -4.2861], [-5.7212, 4.2130, -4.1852], [-6.0866, 4.8776, -5.3829], [-5.2895, 8.0836, -0.0813], [-3.6658, 8.0526, 0.4788], [-4.8289, 6.8804, 1.0750], [-3.3902, 5.0719, 0.1786], [-2.3134, 6.0540, -0.5755], [-2.3074, 3.9624, -1.6249], [-2.9582, 5.0319, -2.8181], [-5.0224, 4.4448, -2.1986], [-5.3161, 2.0199, -2.7566], [-3.5138, 2.1212, -2.9333], [-4.7905, 2.5502, -5.0083], [-3.6330, 3.8078, -4.5106], [-7.0844, 5.2996, -5.2629], [-6.1382, 4.2824, -6.2946], [-5.3695, 5.6812, -5.5504], [-5.5169, -0.3792, -5.4709], [-4.2323, -0.6620, -5.7810], [-4.0692, -1.5764, -6.8467], [-4.3002, -3.0841, -6.5421], [-3.1367, -3.6878, -5.7965], [-2.8860, -3.0216, -4.5162], [-1.9430, -3.9340, -3.7746], [-1.8108, -3.3505, -2.5303], [-1.1268, -4.1327, -1.6188], [-5.6316, 0.1315, -4.5149], [-6.0914, -1.3024, -5.3942], [-6.0192, 0.2219, -6.2288], [-3.0767, -1.4519, -7.2797], [-4.6999, -1.3394, -7.7035], [-4.6153, -3.6547, -7.4157], [-5.1453, -3.1575, -5.8577], [-3.1915, -4.6899, -5.6835], [-3.7369, -2.9629, -3.8374], [-2.5312, -2.0180, -4.7505], [-0.9491, -4.0880, -4.1949], [-2.3421, -4.9285, -3.5753], [-0.0709, -4.2177, -1.8757], [-1.6005, -5.1036, -1.4737], [-1.0689, -3.5526, -0.6979], [1.7807, -5.0640, 6.1522], [0.7769, -4.5830, 5.3037], [0.7897, -5.1716, 4.0449], [-0.0063, -4.2926, 3.0089], [-0.1489, -4.9735, 1.6448], [1.0224, -5.4582, 0.9827], [2.0283, -4.3230, 0.6649], [3.2690, -4.8559, 0.1958], [4.1834, -3.8032, -0.1406], [2.8273, -4.8076, 5.9880], [1.7606, -6.1378, 6.3382], [1.6390, -4.6679, 7.1577], [0.3353, -6.1550, 4.1653], [1.8022, -5.3802, 3.6993], [0.4656, -3.3127, 2.9364], [-0.9993, -4.1838, 3.4450], [-0.7854, -5.7491, 1.7610], [0.7595, -5.7749, -0.0266], [1.4885, -6.3168, 1.4660], [2.2189, -3.6044, 1.4620], [1.6449, -3.7262, -0.1627], [4.4679, -3.3827, 0.8239], [3.7665, -3.0553, -0.8150], [5.1161, -4.1167, -0.6096], [1.7198, 4.0212, 2.6874], [0.7299, 4.6044, 1.8756], [-0.2228, 3.6589, 1.3040], [-1.2560, 3.1256, 2.2505], [-0.8906, 1.7439, 2.6171], [-2.0819, 1.0128, 3.1459], [-1.5743, -0.3041, 3.7825], [-2.6628, -0.7792, 4.5569], [-2.3770, -1.9524, 5.2612], [2.1013, 3.1244, 2.1993], [1.2008, 3.8421, 3.6291], [2.6111, 4.6249, 2.8581], [0.3298, 2.9101, 0.7366], [-0.7319, 4.2257, 0.5244], [-2.2137, 3.0700, 1.7329], [-1.3863, 3.8374, 3.0656], [-0.6983, 1.2563, 1.7537], [-2.8717, 0.8301, 2.4172], [-2.5887, 1.6183, 3.8973], [-0.7186, -0.0973, 4.4251], [-1.4132, -1.0568, 3.0107], [-3.2310, -2.3107, 5.8360], [-1.5142, -1.8648, 5.9215], [-2.1923, -2.7772, 4.5730], [4.2965, 4.1055, -0.2243], [3.3037, 3.7573, -1.1514], [2.9556, 2.4205, -1.2207], [1.7257, 2.1415, -2.1930], [1.2619, 0.7701, -2.3470], [2.3168, -0.0456, -2.9933], [1.8874, -1.4932, -3.1676], [2.9282, -2.1564, -3.7860], [2.7698, -3.5615, -3.9307], [4.6094, 5.1362, -0.3910], [5.1773, 3.4636, -0.2070], [3.8548, 4.0470, 0.7705], [2.6731, 1.9792, -0.2650], [3.8213, 1.8235, -1.5077], [1.6552, 2.7682, -3.0820], [0.9028, 2.6723, -1.7142], [0.3401, 0.6246, -2.7334], [3.2357, 0.0184, -2.4105], [2.4941, 0.4468, -3.9494], [0.9226, -1.6059, -3.6621], [1.7354, -1.8455, -2.1474], [1.7761, -3.9299, -4.1858], [2.9810, -3.9870, -2.9497], [3.5472, -3.9356, -4.5969], [-5.3531, 9.9706, -5.7612], [-4.0728, 9.8089, -6.4008], [-4.0951, 8.7774, -7.4245], [-2.6707, 8.6335, -8.0523], [-1.7344, 8.0743, -7.0333], [-1.6806, 6.5581, -7.1243], [-0.9196, 5.9412, -5.9400], [-1.1688, 4.5608, -5.8056], [-0.3693, 3.7914, -4.8840], [-6.0994, 10.3660, -6.4503], [-5.2230, 10.7769, -5.0394], [-5.7345, 9.1223, -5.1928], [-4.7898, 9.1182, -8.1921], [-4.4534, 7.8663, -6.9452], [-2.2925, 9.5575, -8.4896], [-2.7892, 7.9094, -8.8584], [-2.0354, 8.4182, -6.1327], [-1.1825, 6.2194, -8.0327], [-2.7209, 6.2370, -7.0712], [-1.2351, 6.3768, -4.9920], [0.1393, 6.1447, -6.0993], [-0.4565, 4.0965, -3.8412], [0.6997, 3.7676, -5.0956], [-0.6409, 2.7370, -4.9353], [-4.5104, -1.7000, -1.3608], [-4.6881, -0.9335, -0.1802], [-4.8416, -1.6977, 1.0224], [-5.3727, -0.7859, 2.0927], [-5.6989, -1.6118, 3.2623], [-6.4208, -0.7405, 4.2057], [-6.8190, -1.6253, 5.4122], [-5.9104, -1.6573, 6.4850], [-6.1622, -2.6616, 7.4404], [-3.5708, -2.2521, -1.3396], [-4.6061, -1.1175, -2.2771], [-5.2361, -2.4972, -1.5221], [-3.9002, -2.1824, 1.2813], [-5.5965, -2.4654, 0.8525], [-6.2732, -0.2560, 1.7821], [-4.6453, 0.0036, 2.2816], [-4.8339, -1.8988, 3.6976], [-7.3575, -0.4466, 3.7320], [-5.7845, 0.0808, 4.5353], [-7.0509, -2.6346, 5.0724], [-7.7165, -1.1813, 5.8431], [-6.8765, -2.2796, 8.1697], [-5.2155, -2.8583, 7.9437], [-6.5902, -3.6079, 7.1095], [4.7810, -6.0788, 3.3190], [5.2962, -5.0136, 4.1545], [4.6268, -3.8117, 3.9304], [4.9020, -3.0114, 5.1798], [4.1937, -1.7022, 5.2399], [2.7427, -1.6899, 5.4856], [2.2620, -0.1790, 5.7011], [2.8388, 0.2760, 6.9493], [2.3770, 1.4818, 7.4135], [4.8352, -5.9859, 2.2343], [3.7239, -6.2919, 3.4779], [5.3199, -6.9893, 3.5809], [3.5613, -3.9575, 3.7528], [5.0839, -3.2202, 3.1371], [5.9552, -2.7400, 5.2527], [4.7752, -3.5764, 6.1033], [4.7013, -0.9742, 5.7220], [2.5705, -2.1926, 6.4373], [2.1787, -2.2744, 4.7587], [1.1940, -0.2431, 5.9095], [2.5044, 0.4447, 4.8406], [2.6813, 2.3070, 6.7697], [2.9082, 1.8167, 8.3045], [1.3037, 1.4594, 7.6018], [-1.6183, 0.0773, -3.4056], [-1.3604, 1.0843, -2.4329], [-1.9416, 0.8261, -1.1242], [-1.3118, -0.3018, -0.3448], [-0.0130, 0.0643, 0.2248], [0.6406, -1.0546, 0.9321], [2.0086, -0.6021, 1.4276], [3.0467, -0.7365, 0.4834], [4.3247, -0.1453, 0.8358], [-1.4072, 0.4598, -4.4043], [-2.6682, -0.2134, -3.4425], [-0.9642, -0.7917, -3.3343], [-3.0191, 0.6791, -1.1990], [-1.6708, 1.7743, -0.6597], [-1.2010, -1.1277, -1.0474], [-1.9710, -0.5692, 0.4810], [0.5695, 0.4225, -0.5185], [0.8437, -1.9320, 0.3181], [0.0859, -1.4553, 1.7805], [2.3172, -1.1996, 2.2854], [1.8806, 0.4507, 1.6794], [4.6038, 0.7164, 0.2295], [5.0408, -0.9407, 0.6292], [4.3971, 0.1257, 1.8890]],
  "forces_ev_per_a": [[0.7334, -0.4086, -0.2243], [0.3985, -0.5822, 0.1585], [-0.0028, 0.1946, -1.6739], [0.6268, 1.5007, 0.4354], [-0.8139, 0.4016, -0.0013], [0.6080, -1.2362, 1.1845], [-1.3645, -0.3801, -1.1795], [0.2539, 0.4694, -0.4949], [-0.6879, -0.9325, 1.6077], [-0.2063, 0.2960, 0.1313], [-0.3037, -0.2579, -0.1377], [-0.0476, 0.1774, 0.4421], [0.0457, -0.3547, 0.2654], [0.2118, -0.2003, 0.1704], [-0.1367, 0.4940, 0.0212], [-0.4377, -0.4149, 0.2599], [0.5694, 0.3462, -0.0648], [0.1070, -0.5185, 0.0606], [-0.3843, 0.0040, 0.1394], [0.0389, 0.4767, 0.1296], [0.3127, 0.2522, -0.1815], [-0.1149, 0.3540, -0.6827], [-0.0279, -0.2005, -0.7073], [0.5322, 0.4913, 0.3760], [-1.2170, 0.2613, -0.4413], [0.0987, 1.0761, 0.7230], [1.0923, -1.7771, 0.1900], [0.0040, -0.0459, 1.0705], [1.1807, 0.6097, -0.6670], [0.1768, 1.4241, 0.0655], [-0.5327, -0.7932, 0.5759], [0.1037, -0.3557, -0.7068], [0.2205, 0.4614, 0.2814], [-0.0767, -0.0680, -0.1508], [0.7077, -0.4016, -0.4676], [0.1531, -0.4786, -0.0035], [-0.7639, -0.2885, 0.3258], [0.2690, 0.7916, -0.6423], [0.0570, -0.2648, 0.0850], [-0.2507, 0.1106, -0.3442], [-1.3083, -0.3075, 0.2830], [0.0986, -0.1059, 0.1852], [-0.1059, -0.2300, 0.2110], [0.0329, 0.0617, -0.4508], [-0.1806, 0.5867, -0.4124], [0.0921, 0.0665, 0.3035], [0.2662, -0.5969, 0.1409], [0.0051, 0.2455, -0.2416], [-2.3912, -0.1836, 0.2946], [2.3478, -0.4411, -0.3672], [0.1394, -1.0049, -1.0405], [0.6808, 0.1325, 1.9448], [-0.7278, 1.1040, -1.1764], [0.1942, -1.5354, -1.2525], [0.5518, 0.3748, 0.4741], [0.0218, 1.0411, 0.8989], [0.7293, 0.7073, 0.8727], [0.4597, 0.0781, 0.0345], [-0.3572, -0.1399, 0.1524], [-0.0131, 0.2802, -0.2690], [0.3018, 0.0393, 0.5138], [-0.5965, 0.3558, 0.1144], [0.6078, 0.0973, -0.1774], [-0.5330, 0.1651, 0.0355], [-0.4259, 0.0228, -0.0815], [-0.5894, 0.3023, -0.1710], [0.2900, -0.2018, 0.4840], [0.1210, 0.1706, -0.6054], [-0.5478, -0.3814, -0.6394], [0.2631, -0.5322, -0.4774], [0.0479, -0.1760, 0.1199], [-0.4431, -0.3237, 0.3151], [0.2624, -0.2794, 1.8128], [0.5779, 0.9351, 0.4481], [-0.4556, -0.1245, -1.1246], [0.6874, -2.1105, -0.1592], [-0.7553, 1.3447, 1.7818], [1.4083, 0.7005, -0.8197], [0.5409, -0.2424, -0.5068], [0.1242, -0.2669, -0.4213], [-0.1044, -0.1082, 0.8017], [0.0070, 0.2508, -1.1119], [-0.2758, -0.3972, -0.5560], [-0.5296, 0.3505, -0.0428], [-0.3699, -0.3320, -0.4239], [0.2593, 0.3126, -0.1031], [-0.0303, -0.0448, -0.1911], [-0.0587, 0.1881, -0.3572], [-0.2014, 0.0749, 0.0252], [-0.3773, -0.4326, 0.0703], [0.4505, 0.0289, 0.2024], [-0.0168, -0.1132, 0.5369], [-0.4580, 0.1256, -0.0292], [0.0850, 0.7229, -0.0900], [-0.3866, 0.1570, 0.2011], [-0.2806, -0.8820, 0.0035], [-0.7278, -0.5256, 0.1024], [-0.4252, 0.1971, -1.0528], [0.9888, 1.7545, -0.4913], [0.1846, -1.2239, -0.4908], [-1.5900, 0.0754, 1.0973], [1.4816, 0.0755, 0.6235], [-1.8322, 0.7783, -0.1387], [-0.5079, 0.0858, 0.5591], [-0.0427, -0.8011, -0.1535], [-0.1257, -0.5310, 0.2814], [0.6674, -0.6575, 0.4143], [-0.4083, 0.6995, -0.1999], [0.0744, -0.5281, 0.3412], [0.0256, 0.3839, 0.0546], [-0.3471, 0.3538, -0.2535], [0.1595, -0.3351, 0.4099], [0.6894, 0.0316, -0.4641], [0.1756, -0.1615, -0.4915], [0.2771, -0.0304, 0.3799], [0.2801, -0.1436, -0.2096], [0.6587, -0.0124, -0.0782], [-0.2163, 0.6362, 0.1278], [0.1572, 0.1556, 0.0919], [0.3699, -0.1436, -0.2907], [-0.4340, -0.0727, 0.7394], [-0.3661, 0.7810, -0.9365], [-0.5791, -1.8279, -0.9867], [-1.4638, 1.5690, 1.1648], [2.7605, -0.8883, 0.6214], [-1.1884, 0.8430, -0.4185], [0.0768, 0.7900, 1.2024], [0.2682, -0.7131, -1.3483], [0.6266, 0.1516, 1.2203], [-0.1268, -0.1075, -0.2196], [0.1091, -0.2726, -0.4497], [0.0771, 0.0722, 0.3397], [-0.2740, 0.2159, 0.5229], [0.2884, -0.0392, -0.3794], [1.3473, -0.2964, -0.8482], [-0.3238, -0.0705, 0.7564], [0.4785, 0.8016, 0.0366], [-0.1008, -0.2740, 0.0403], [0.4786, -0.3669, -0.5037], [-0.0709, 0.0452, -0.5045], [-0.0924, -0.4762, 0.4205], [-0.1845, 0.4360, -0.5008], [0.0141, -0.3981, 0.2459], [-0.2769, 0.1755, -0.2132], [0.8650, 1.0565, -0.0263], [-0.6354, -0.8218, -0.0199], [0.7340, 1.6045, 0.0786], [-0.7813, -0.9993, 1.6111], [0.5946, -0.8576, -1.4766], [-0.5551, 1.1211, 1.4117], [0.1923, 0.3186, 0.5081], [0.1513, -1.4129, -0.2160], [0.0335, 0.3341, -0.3203], [-0.1531, -0.3926, -0.3332], [0.2042, -0.0438, 0.0974], [0.2018, -0.4525, -0.3417], [-0.2732, -0.2355, -0.1894], [0.1129, -0.3559, -0.2667], [-0.1759, 0.1331, 0.2566], [0.1749, -0.0185, -0.1314], [0.0300, -0.3396, 0.2447], [-0.2906, 0.3294, -0.1900], [-0.0666, -0.7056, -0.3120], [0.0536, 0.6377, 0.0849], [0.2547, -0.0214, 0.1880], [-0.3445, 0.3383, 0.0826], [0.1918, 0.5605, -0.4421], [-0.5916, 0.1733, -0.2015], [0.1443, -0.7742, 0.3061], [-0.1769, -0.0070, -0.4160], [-0.6784, 0.3302, -1.3840], [0.4374, -0.4542, 0.2072], [-0.3280, 1.3128, -0.4860], [0.5273, -2.3532, 1.0998], [-1.0354, 1.0283, 0.3222], [1.1979, -0.5252, -0.6966], [-0.0247, 0.5473, 0.6563], [0.4070, 0.3261, -0.1564], [0.3322, 0.5865, 0.3460], [-0.6708, -0.0831, 0.5423], [0.2350, -0.0410, 0.2286], [0.0153, -0.3052, -0.0288], [-0.1114, -0.3066, -0.3179], [0.1541, 0.0929, 0.3028], [0.2427, 0.0014, 0.1814], [0.1880, 0.3707, -0.0025], [-0.2887, 0.4242, 0.0460], [0.0233, -0.0826, -0.1939], [-0.6199, -0.0841, -0.1398], [-0.0911, 0.0692, 0.3042], [-0.0735, -0.0485, 0.0530], [0.1632, -0.0126, -0.7465], [0.4057, -0.4098, 0.5014], [-0.7269, -1.7191, -1.4963], [0.6012, 0.7801, 0.8897], [-0.3734, 2.2498, 1.2373], [-0.2202, -0.6930, -1.4561], [1.2225, 1.5591, 1.3043], [0.0850, -2.1001, 1.0832], [0.9878, -1.5194, -1.0445], [0.1533, 1.4416, 0.0710], [0.5559, 0.7862, -0.0935], [-0.2379, 0.2790, 0.5445], [0.1274, 0.1597, 0.1061], [-0.1843, 0.0270, -0.0811], [-0.1940, -0.1628, -0.6448], [0.2190, -0.1733, -0.4853], [-0.5659, -0.5138, 0.0244], [-0.2468, -0.2910, 0.2213], [-0.4208, -0.0563, 0.3559], [-0.0048, 0.4713, -0.4069], [-0.3243, 0.2603, -0.5531], [0.0239, 0.2183, 0.0895], [-0.5988, 0.1685, -0.7689], [-0.0715, -0.8560, 0.5064], [-0.1691, 0.2399, -0.0533], [-0.2289, 0.2609, -0.4872], [-0.9536, -0.7583, -0.1574], [0.7407, 0.8135, -0.4054], [0.7017, 0.1366, -0.2426], [-0.8215, -0.7348, 1.0200], [1.1217, 0.4344, -0.8721], [0.0753, 0.3272, 0.5003], [0.4703, 0.5683, -0.8725], [-0.6226, -1.1064, -0.1237], [0.0541, 0.5255, 0.0248], [-0.0467, -0.1875, 0.3345], [-0.2075, -0.2946, 0.5420], [-0.0351, 0.1345, -0.0526], [-0.5703, 0.0513, 0.5413], [-0.2237, -0.6234, 0.0673], [-0.2430, -0.2252, -0.1017], [0.5564, -0.2076, -0.3798], [-0.2928, -0.1293, -0.5365], [-0.3333, 0.5167, -0.0310], [-0.1838, 0.1067, 0.5625], [0.1609, 0.1895, 0.5213], [-0.3720, 0.0381, -0.0996], [0.2705, 0.1536, 0.0901], [-0.2330, -0.0713, 0.1222]],
  "mulliken_charge": [-0.719, -0.408, 0.391, -1.030, -0.342, -0.005, -0.846, -0.113, -0.914, 0.263, 0.166, 0.432, -0.227, 0.496, 0.373, 0.307, 0.326, 0.230, 0.042, 0.286, 0.414, 0.339, 0.233, 0.371, -0.864, -0.304, -1.068, 0.843, -0.456, 0.387, -0.597, -0.430, -0.807, 0.284, 0.323, 0.343, 0.288, 0.515, -0.364, 0.051, 0.434, 0.333, -0.420, 0.554, 0.115, 0.311, 0.311, 0.218, -0.728, -0.063, -0.772, -0.603, -0.435, 0.238, -1.193, 0.109, -1.114, 0.058, 0.386, 0.306, 0.311, 0.499, 0.462, 0.334, 0.289, 0.090, -0.157, 0.266, 0.572, 0.377, 0.574, 0.099, -0.854, -0.239, 0.314, 0.187, -0.047, -1.723, 3.604, -0.673, 0.306, 0.201, 0.403, 0.289, 0.632, -0.595, -0.918, 0.385, 0.345, 0.506, 0.402, -0.840, -1.516, -0.473, -0.242, 0.579, -0.358, -0.582, 1.214, -0.564, 0.011, -1.124, 0.294, -0.446, -0.461, -0.227, 0.286, 0.352, -0.641, -0.329, 0.287, 0.410, -0.173, 0.027, 0.707, 0.102, 0.025, 0.196, 0.264, 0.168, -0.501, -0.500, -0.018, -0.695, 1.712, -1.086, 0.558, -0.506, -0.346, 0.342, 0.242, 0.045, -0.457, 0.947, 0.754, -0.257, -0.345, 0.213, 0.411, 0.370, -0.465, 0.130, 0.065, 0.310, -0.722, -0.350, 0.046, -0.749, -0.389, -0.232, -0.559, -0.348, -1.010, 0.306, 0.271, 0.256, 0.431, -0.132, 0.348, 0.350, 0.300, 0.208, 0.254, 0.234, 0.313, 0.382, 0.643, 0.158, -1.090, -0.194, -0.536, -0.317, -0.382, -0.301, -0.802, -0.258, -0.804, 0.512, -0.065, 0.692, 0.135, 0.457, 0.491, 0.117, 0.200, 0.395, 0.258, 0.375, 0.421, 0.318, 0.237, 0.355, -0.731, -0.536, 2.548, -1.684, -0.042, 0.118, -0.775, -0.427, -0.753, 0.199, 0.298, 0.402, -0.878, -0.686, 0.452, 0.362, 0.344, 0.340, -0.415, 0.428, 0.534, 0.273, 0.301, 0.281, -0.748, 0.377, -1.286, 0.881, 0.845, 1.244, 0.212, 0.514, -0.969, 0.428, 0.107, -0.039, 0.091, -0.385, -0.408, 0.144, 0.022, -0.412, -1.696, -0.207, 0.226, 0.041, 0.156, 0.321],
  "homo_lumo_gap_ev": 8.82,
  "e_homo_ev": -8.3,
  "de_lowest_kcal_mol": 114.8,
  "total_charge": 0,
  "smiles": "COCCNCCOC.COCCNCCOC.COCCNCCOC.COCCNCCOC.COCCNCCOC.COCCNCCOC.COCCNCCOC.COCCNCCOC.COCCNCCOC.COCCNCCOC"
}